Molecular formula: C48H39BrIrN6P
Method: DFT, ωB97M-V/def2-TZVPD

Results
* expectation value of S²: 6.039
* max |F|: 0.36 eV Å⁻¹
* HOMO-LUMO gap (alpha / beta): 7.3 / 4.1 eV
* charge: +2
* 2S+1: 5

Each line ends with the Löwdin charge.
Cartesian coordinates (Å):
Ir -0.8998 0.6600 0.7521  0.937
C -0.6112 -2.8755 -3.5321  0.004
N -1.2043 -1.9397 -2.5808  -0.040
C -0.5753 -1.3404 -1.5388  -0.437
N -1.4508 -0.6018 -0.8648  -0.066
C -2.6659 -0.7221 -1.4739  -0.158
C -2.5249 -1.5610 -2.5591  -0.096
C -3.5309 -2.0566 -3.5104  -0.197
C -3.3932 -1.8344 -4.8793  -0.039
C -4.3659 -2.2872 -5.7566  -0.058
C -5.4798 -2.9581 -5.2707  -0.057
C -5.6234 -3.1764 -3.9075  -0.052
C -4.6524 -2.7276 -3.0267  -0.018
C -3.8121 0.0445 -0.9770  -0.179
C -4.7276 0.6292 -1.8494  -0.013
C -5.7468 1.4251 -1.3507  -0.052
C -5.8583 1.6567 0.0152  -0.060
C -4.9555 1.0723 0.8910  -0.058
C -3.9454 0.2596 0.3953  -0.084
P 1.2022 -1.4462 -1.2089  1.185
C 1.1618 -1.6996 0.5819  -0.444
N 0.2654 -1.1352 1.3817  -0.024
C 0.5003 -1.5764 2.6513  -0.168
C 1.5695 -2.4478 2.6182  -0.091
N 1.9717 -2.5122 1.3039  -0.040
C 3.0298 -3.3661 0.7762  0.001
C 2.1852 -3.2232 3.7035  -0.186
C 3.5552 -3.1564 3.9504  -0.041
C 4.1094 -3.8788 4.9951  -0.060
C 3.2986 -4.6652 5.8017  -0.058
C 1.9322 -4.7278 5.5654  -0.052
C 1.3742 -4.0100 4.5200  -0.016
C -0.3424 -1.1235 3.7640  -0.216
C 0.2152 -0.6920 4.9626  -0.026
C -0.6053 -0.2142 5.9721  -0.053
C -1.9810 -0.1642 5.7924  -0.060
C -2.5426 -0.6044 4.6018  -0.066
C -1.7256 -1.0851 3.5903  -0.075
C 1.5523 0.3799 -1.2025  -0.362
N 0.7193 1.3307 -0.8593  0.021
C 1.3687 2.5389 -1.0207  -0.122
C 2.7022 2.2576 -1.4412  -0.052
N 2.7703 0.9192 -1.5744  -0.017
C 3.9588 0.1619 -1.9691  0.024
C 3.8684 3.1128 -1.6913  -0.213
C 4.3616 3.2657 -2.9857  -0.020
C 5.4806 4.0539 -3.2036  -0.043
C 6.1165 4.6679 -2.1327  -0.042
C 5.6330 4.5037 -0.8411  -0.044
C 4.5051 3.7316 -0.6149  -0.034
C 0.7046 3.7876 -0.8877  -0.120
C 1.4044 5.0256 -0.9069  0.032
C 0.7261 6.2039 -0.7428  -0.021
C -0.6651 6.1980 -0.5828  0.012
C -1.3811 5.0002 -0.6068  -0.029
C -0.7137 3.8130 -0.7581  -0.042
H 0.1903 -3.4249 -3.0463  0.076
H -1.3793 -3.5731 -3.8535  0.106
H -0.2215 -2.3480 -4.4008  0.103
H -2.5354 -1.2909 -5.2581  0.118
H -4.2588 -2.1106 -6.8183  0.113
H -6.2391 -3.3096 -5.9563  0.115
H -6.4918 -3.6990 -3.5299  0.115
H -4.7615 -2.8940 -1.9621  0.126
H -4.6385 0.4727 -2.9164  0.121
H -6.4543 1.8748 -2.0346  0.115
H -6.6552 2.2819 0.3947  0.114
H -5.0443 1.2288 1.9577  0.113
H -3.3083 -0.2714 1.1009  0.065
H 3.1415 -4.2254 1.4311  0.104
H 2.7536 -3.7080 -0.2185  0.079
H 3.9767 -2.8296 0.7338  0.098
H 4.1884 -2.5213 3.3418  0.115
H 5.1725 -3.8205 5.1860  0.112
H 3.7317 -5.2270 6.6182  0.114
H 1.2996 -5.3382 6.1955  0.114
H 0.3083 -4.0559 4.3350  0.125
H 1.2888 -0.7159 5.1004  0.124
H -0.1685 0.1270 6.9011  0.114
H -2.6151 0.2113 6.5842  0.113
H -3.6165 -0.5876 4.4680  0.109
H -2.1601 -1.4682 2.6727  0.096
H 4.8385 0.6575 -1.5668  0.111
H 3.8850 -0.8431 -1.5645  0.068
H 4.0316 0.1103 -3.0533  0.111
H 3.8596 2.7927 -3.8213  0.126
H 5.8559 4.1891 -4.2087  0.119
H 6.9926 5.2781 -2.3054  0.120
H 6.1341 4.9794 -0.0091  0.119
H 4.1202 3.6064 0.3903  0.132
H 2.4736 5.0408 -1.0402  0.105
H 1.2630 7.1421 -0.7420  0.125
H -1.1909 7.1350 -0.4535  0.128
H -2.4572 5.0082 -0.5052  0.126
H -1.2658 2.8852 -0.8008  0.073
Br -0.3050 2.3506 2.3757  0.010

=====

Molecular formula: C29H43N6O2V
Method: DFT, ωB97M-V/def2-TZVPD

Results
* expectation value of S²: 3.810
* max |F|: 0.33 eV Å⁻¹
* HOMO-LUMO gap (alpha / beta): 7.3 / 5.8 eV
* charge: +1
* energy relative to the best compared isomer or geometry (same formula, charge and spin): 1.40 kcal/mol
* 2S+1: 4

Each line ends with the Löwdin charge.
Cartesian coordinates (Å):
V -0.0818 0.2545 -2.7205  1.169
C 4.3045 -1.1665 3.1489  -0.036
C 3.4434 0.0688 2.8500  -0.555
C 4.2865 1.3389 3.0294  -0.037
C 2.2911 0.1074 3.8540  -0.063
C 2.9441 -0.0068 1.4090  -0.145
C 1.6038 -0.0278 1.0877  0.060
C 1.2160 -0.1015 -0.2564  -0.163
N -0.0547 -0.1555 -0.7681  0.047
C -1.2729 -0.4261 -0.2500  -0.152
C -1.6177 -0.6800 1.0885  0.058
C -2.9259 -0.9521 1.4177  -0.138
C -3.8786 -0.9595 0.3870  0.059
C -3.6067 -0.7462 -0.9677  -0.075
C -2.2731 -0.5054 -1.2818  -0.205
O -1.7993 -0.3705 -2.5370  -0.199
C -4.7778 -0.8365 -1.9543  -0.534
C -5.3056 -2.2785 -1.9498  -0.033
C -5.8922 0.1178 -1.4969  -0.042
C -4.4263 -0.4617 -3.3971  -0.058
C -3.2909 -1.2444 2.8739  -0.553
C -2.9001 -0.0416 3.7446  -0.038
C -4.7858 -1.5066 3.0567  -0.059
C -2.5196 -2.4862 3.3435  -0.037
C 2.1914 -0.1292 -1.2944  -0.221
O 1.6916 -0.1869 -2.5568  -0.213
C 3.5546 -0.1119 -0.9956  -0.078
C 3.8727 -0.0542 0.3614  0.037
C 4.7154 -0.1622 -1.9981  -0.535
C 4.2963 -0.1895 -3.4707  -0.057
C 5.6038 1.0745 -1.7941  -0.039
C 5.5367 -1.4318 -1.7259  -0.034
H 4.6658 -1.1284 4.1779  0.091
H 5.1758 -1.2225 2.4951  0.080
H 3.7283 -2.0848 3.0230  0.094
H 4.6533 1.4013 4.0553  0.091
H 3.6954 2.2333 2.8242  0.092
H 5.1535 1.3469 2.3675  0.079
H 2.6930 0.1560 4.8662  0.092
H 1.6697 -0.7891 3.7914  0.086
H 1.6565 0.9851 3.7115  0.089
H 0.8615 0.0466 1.8624  0.085
H -0.8603 -0.6859 1.8540  0.094
H -4.9034 -1.1704 0.6535  0.097
H -5.6431 -2.5845 -0.9586  0.082
H -4.5331 -2.9772 -2.2754  0.094
H -6.1527 -2.3653 -2.6325  0.092
H -6.2811 -0.1299 -0.5095  0.077
H -6.7265 0.0639 -2.1978  0.090
H -5.5365 1.1497 -1.4719  0.093
H -3.7078 -1.1494 -3.8370  0.081
H -4.0214 0.5487 -3.4650  0.083
H -5.3400 -0.4985 -3.9925  0.090
H -3.4235 0.8607 3.4234  0.094
H -1.8276 0.1559 3.7037  0.074
H -3.1608 -0.2342 4.7865  0.091
H -5.3905 -0.6470 2.7607  0.091
H -4.9891 -1.7032 4.1097  0.091
H -5.1189 -2.3790 2.4912  0.090
H -1.4402 -2.3374 3.2867  0.076
H -2.7728 -3.3567 2.7361  0.095
H -2.7697 -2.7106 4.3817  0.091
H 4.9220 -0.0410 0.6244  0.106
H 3.7353 0.7015 -3.7547  0.075
H 3.6916 -1.0617 -3.7099  0.086
H 5.1993 -0.2225 -4.0823  0.091
H 5.0437 1.9944 -1.9783  0.085
H 6.4407 1.0455 -2.4937  0.092
H 6.0172 1.1308 -0.7873  0.079
H 4.9266 -2.3259 -1.8633  0.096
H 5.9412 -1.4513 -0.7135  0.080
H 6.3769 -1.4832 -2.4204  0.092
N -1.3272 5.4627 -2.7082  0.162
N -0.5322 4.3413 -2.7560  -0.264
N 0.7710 4.4101 -2.5907  0.165
C 1.1065 3.1325 -2.5984  -0.134
N 0.0257 2.3562 -2.7613  -0.065
N -1.0275 3.1559 -2.8561  0.121
H -0.7755 6.2485 -3.0345  0.117
H -2.1431 5.3080 -3.2903  0.116
H 2.1111 2.7611 -2.4838  0.127

=====

> The highest expectation value of S² belongs to which entry?

C48H39BrIrN6P

=====

> Number 2 is which compound?

C29H43N6O2V